# C36H30O27

A 9-piece molecular cluster, C36H30O27 overall in a non-equilibrium geometry (ωB97M-V/def2-TZVPD, the OMol25 dataset).

The value obtained for the HOMO energy (alpha / beta) is -11.13 / -11.12 eV. The spin multiplicity is 2. As for the total energy: -3420.79411 Eh. As for the net charge: +1. As for the largest force on an atom: 0.109 Eh/bohr.

The geometry in XYZ format:
```
93
C36H30O27 (ωB97M-V/def2-TZVPD)
C 2.187 3.802 0.024
C 2.249 5.140 0.206
C 1.815 6.075 -0.820
O 2.033 7.291 -0.666
C 1.306 5.396 -2.007
C 1.342 4.032 -2.239
C 1.763 3.092 -1.191
O 1.667 1.874 -1.183
O 0.725 3.424 -3.304
O 2.737 5.644 1.347
H 2.470 3.190 0.868
H 0.732 6.000 -2.693
H 0.685 2.468 -3.227
H 2.952 6.560 1.160
C 5.520 1.471 1.543
C 5.837 2.450 0.702
C 5.475 2.457 -0.770
O 5.815 3.234 -1.640
C 4.569 1.293 -1.063
C 4.164 0.336 -0.198
C 4.681 0.281 1.214
O 4.446 -0.677 1.950
O 3.264 -0.549 -0.609
O 6.714 3.427 0.995
H 5.932 1.493 2.542
H 4.161 1.285 -2.063
H 2.925 -1.073 0.121
H 6.978 3.809 0.154
C -2.903 2.888 -4.160
C -2.477 3.178 -2.887
C -2.438 2.258 -1.740
O -2.227 2.656 -0.589
C -2.745 0.883 -2.254
C -3.123 0.548 -3.501
C -3.279 1.509 -4.573
O -3.553 1.334 -5.770
O -3.486 -0.716 -3.775
O -2.209 4.482 -2.568
H -3.038 3.642 -4.921
H -2.545 0.096 -1.542
H -3.723 -0.854 -4.695
H -1.865 4.581 -1.678
C -0.912 -1.159 5.746
C -1.502 -0.251 6.561
C -2.173 1.002 6.106
O -2.868 1.725 6.785
C -2.140 1.190 4.609
C -1.498 0.324 3.742
C -0.754 -0.890 4.293
O -0.209 -1.653 3.476
O -1.499 0.422 2.378
O -1.652 -0.472 7.908
H -0.417 -2.034 6.142
H -2.631 2.032 4.142
H -1.087 -0.353 1.990
H -2.141 0.244 8.319
C 0.391 -1.092 -3.360
C 0.208 -0.425 -4.490
C -0.221 -0.954 -5.782
O -0.339 -0.274 -6.803
C -0.540 -2.384 -5.557
C -0.280 -3.133 -4.472
C 0.257 -2.523 -3.302
O 0.651 -3.178 -2.333
O -0.629 -4.522 -4.412
O 0.206 0.952 -4.503
H 0.713 -0.461 -2.545
H -1.056 -2.976 -6.298
H -0.272 -5.075 -3.713
H 0.225 1.258 -5.413
C -3.548 -4.595 3.532
C -2.929 -4.098 2.475
C -1.499 -4.452 2.036
O -0.836 -3.930 1.082
C -0.895 -5.463 2.954
C -1.622 -5.958 4.014
C -2.988 -5.543 4.453
O -3.578 -5.899 5.538
O -1.039 -6.715 5.017
O -3.539 -3.034 1.720
H -4.519 -4.133 3.626
H 0.068 -5.887 2.714
H -1.606 -6.736 5.791
H -3.050 -2.834 0.919
O -2.732 -1.996 -0.501
H -3.168 -2.166 -1.336
H -2.054 -1.354 -0.711
O -0.176 -0.619 -0.184
H 0.444 -0.156 -0.748
H 0.272 -1.431 0.051
O 1.992 -2.439 0.999
H 2.247 -3.353 1.120
H 1.394 -2.258 1.724
```

Löwdin atomic charge list, values in e, 6 entries: 0.091, -0.241, -0.294, 0.131, 0.098, -0.173

=====

# C4H6O2

One molecule with the formula C4H6O2 (ωB97M-V/def2-TZVPD, the OMol25 dataset).

The value obtained for the HOMO energy is -9.76 eV. As for the total energy: -306.45970 Eh. As for the structure (SMILES): CCC(=O)C=O. The calculation puts the relative energy (zero: lowest compared OMol25 entry of this formula, charge and spin) at 29.2 kcal/mol. As for the largest force on an atom: 0.014 Eh/bohr.

The geometry in XYZ format:
```
12
C4H6O2 (ωB97M-V/def2-TZVPD)
C 1.360 -0.177 -0.357
C 0.362 -0.335 0.831
C -0.665 0.618 0.340
O -0.639 1.818 0.513
C -1.660 0.040 -0.657
O -1.460 -0.974 -1.282
H 0.931 -0.697 -1.222
H 2.340 -0.585 -0.133
H 1.478 0.873 -0.660
H -0.013 -1.365 0.868
H 0.678 -0.048 1.843
H -2.563 0.658 -0.761
```

natural (NBO) atomic charge list, values in e, 6 entries: -0.608, -0.508, 0.487, -0.504, 0.347, -0.483

=====

# C37H90BI2NO10P

C37H90BI2NO10P as an isolated structure in a non-equilibrium geometry (ωB97M-V/def2-TZVPD, the OMol25 dataset).

The value obtained for the HOMO energy is -4.08 eV. As for the total energy: -3232.13113 Eh. As for the net charge: -1. As for the largest force on an atom: 0.158 Eh/bohr.

The geometry in XYZ format:
```
142
C37H90BI2NO10P (ωB97M-V/def2-TZVPD)
C 2.921 -1.783 -2.781
C 3.843 -1.110 -1.559
C 4.065 0.452 -1.975
C 4.247 1.513 -0.753
C 3.429 1.203 0.619
C 1.838 0.875 0.465
C 1.084 1.563 -0.814
C -0.453 2.053 -0.381
P -1.679 2.068 -1.862
C -1.536 3.968 -2.112
C -0.017 4.533 -2.308
C 0.694 4.068 -3.750
O 0.405 4.762 -4.858
O 1.594 2.912 -3.893
B -2.056 0.212 -1.559
O -3.472 -0.237 -1.759
N -1.067 -0.871 -1.184
C -1.430 -2.093 -2.044
C -1.421 -1.371 0.234
C -3.035 2.062 -3.197
I -4.947 3.098 -2.682
C -2.991 1.452 -4.546
C -1.641 0.713 -5.087
I -4.736 1.555 -5.895
H 2.113 -2.477 -2.281
H 3.556 -2.453 -3.501
H 2.340 -0.973 -3.402
H 4.862 -1.712 -1.582
H 3.236 -1.300 -0.579
H 5.071 0.493 -2.616
H 3.230 0.893 -2.702
H 3.870 2.575 -1.150
H 5.402 1.664 -0.524
H 3.615 2.129 1.349
H 3.941 0.273 1.134
H 1.634 -0.300 0.519
H 1.306 1.311 1.441
H 1.683 2.442 -1.321
H 1.012 0.714 -1.650
H -0.907 1.367 0.478
H -0.346 3.131 0.121
H -2.733 2.365 -0.880
H -0.596 1.800 -2.787
H -2.101 4.539 -1.231
H -2.136 4.267 -3.097
H -0.121 5.719 -2.417
H 0.700 4.383 -1.383
H 1.094 2.132 -4.279
H -3.946 0.003 -0.910
H -2.353 -2.681 -1.567
H -1.747 -1.828 -3.134
H -0.510 -2.834 -2.115
H -1.132 -2.529 0.293
H -2.579 -1.335 0.432
H -0.855 -0.786 1.073
H -1.875 0.230 -6.143
H -1.230 -0.159 -4.424
H -0.783 1.508 -5.193
C 3.633 2.149 5.406
C 4.200 1.037 4.538
C 5.106 0.116 5.339
O 4.940 1.609 3.463
H 4.434 2.771 5.820
H 2.992 2.811 4.814
H 3.044 1.742 6.234
H 3.381 0.458 4.100
H 5.960 0.666 5.751
H 5.517 -0.672 4.699
H 4.562 -0.352 6.165
H 5.670 2.126 3.843
C 3.524 -3.862 1.323
C 2.381 -3.109 1.985
C 1.494 -4.046 2.790
O 1.599 -2.464 0.983
H 3.145 -4.619 0.627
H 4.147 -3.178 0.736
H 4.155 -4.357 2.068
H 2.784 -2.329 2.639
H 1.043 -4.809 2.147
H 0.669 -3.492 3.251
H 2.064 -4.546 3.580
H 1.237 -3.149 0.397
C -7.767 -1.198 -3.855
C -7.200 -2.309 -4.723
C -6.294 -3.230 -3.922
O -6.460 -1.737 -5.799
H -6.966 -0.575 -3.442
H -8.408 -0.535 -4.448
H -8.356 -1.605 -3.027
H -8.019 -2.889 -5.162
H -5.440 -2.680 -3.511
H -5.883 -4.018 -4.562
H -6.838 -3.699 -3.096
H -5.730 -1.221 -5.419
C 0.172 -2.731 7.320
C 0.739 -3.842 6.452
C 1.645 -4.764 7.253
O 1.480 -3.270 5.377
H 0.973 -2.108 7.734
H -0.468 -2.068 6.727
H -0.417 -3.138 8.148
H -0.080 -4.422 6.014
H 2.499 -4.213 7.664
H 2.056 -5.551 6.613
H 1.101 -5.232 8.079
H 2.210 -2.754 5.756
C 8.850 -2.395 -0.796
C 7.446 -2.948 -0.607
C 7.478 -4.386 -0.114
O 6.745 -2.889 -1.846
H 9.403 -2.976 -1.543
H 8.812 -1.364 -1.162
H 9.411 -2.412 0.144
H 6.899 -2.325 0.109
H 7.982 -5.037 -0.838
H 6.461 -4.774 0.005
H 7.998 -4.463 0.846
H 7.224 -3.438 -2.488
C -6.699 6.476 -6.547
C -7.921 6.337 -5.653
C -7.725 7.061 -4.331
O -8.168 4.956 -5.403
H -5.814 6.037 -6.072
H -6.849 5.939 -7.490
H -6.491 7.526 -6.771
H -8.800 6.740 -6.167
H -6.876 6.644 -3.777
H -8.607 6.943 -3.693
H -7.548 8.130 -4.489
H -7.393 4.590 -4.947
C -3.843 -0.042 5.458
C -2.488 0.370 6.011
C -2.090 1.755 5.527
O -1.503 -0.575 5.601
H -3.823 -0.081 4.363
H -4.111 -1.046 5.805
H -4.625 0.657 5.769
H -2.518 0.357 7.106
H -2.008 1.780 4.435
H -1.107 2.033 5.923
H -2.820 2.508 5.840
H -1.469 -0.571 4.630
```

Löwdin atomic charge list, values in e, 6 entries: -0.124, -0.212, -0.215, -0.228, -0.226, -0.206

=====

# C6H9N

A 2-piece molecular cluster, C6H9N overall in a non-equilibrium geometry (ωB97M-V/def2-TZVPD, the OMol25 dataset).

The value obtained for the HOMO energy is -10.11 eV. As for the total energy: -288.70871 Eh. As for the structure (SMILES): C=C(C)C#N.C=C. The calculation puts the relative energy (zero: lowest compared OMol25 entry of this formula, charge and spin) at 46.0 kcal/mol. As for the largest force on an atom: 0.021 Eh/bohr.

The geometry in XYZ format:
```
16
C6H9N (ωB97M-V/def2-TZVPD)
C 0.226 -0.561 -1.468
C 1.305 -0.142 -0.804
C 1.333 1.029 0.144
C 2.560 -0.831 -1.002
N 3.577 -1.365 -1.145
H 0.266 -1.409 -2.145
H -0.729 -0.063 -1.334
H 1.923 1.850 -0.278
H 1.795 0.748 1.097
H 0.318 1.384 0.337
C -1.613 -0.289 1.519
C -2.579 0.076 0.682
H -1.285 0.357 2.330
H -1.104 -1.245 1.423
H -2.908 -0.575 -0.125
H -3.083 1.035 0.769
```

natural (NBO) atomic charge list, values in e, 6 entries: -0.311, -0.124, -0.629, 0.258, -0.308, 0.213

=====

# C10H20N2O4

C10H20N2O4 as an isolated structure in a non-equilibrium geometry (ωB97M-V/def2-TZVPD, the OMol25 dataset).

The value obtained for the HOMO energy is -9.98 eV. As for the total energy: -803.32792 Eh. The calculation puts the relative energy (zero: lowest compared OMol25 entry of this formula, charge and spin) at 155.9 kcal/mol. As for the largest force on an atom: 0.138 Eh/bohr.

The geometry in XYZ format:
```
36
C10H20N2O4 (ωB97M-V/def2-TZVPD)
C 2.388 0.471 -0.175
C 1.174 0.002 0.548
C 3.329 -0.655 0.066
C 3.024 -1.999 -0.499
C -1.252 -0.702 0.400
C -1.606 -2.064 0.377
C -2.332 -0.025 -0.523
C -4.003 -0.157 -0.243
C -2.073 1.475 -0.700
C -2.152 2.451 0.563
H 2.751 2.539 0.139
H 2.861 1.560 1.567
H 2.174 0.621 -1.196
H 3.398 -0.938 1.105
H 4.782 0.493 0.300
H 2.604 -2.643 0.420
H 2.237 -1.791 -1.324
H 4.187 -2.369 -1.061
H -0.059 0.299 -1.151
H -1.261 -0.143 1.289
H -2.098 -0.465 -1.598
H -4.391 -0.033 0.816
H -4.529 0.473 -0.866
H -4.549 -1.139 -0.520
H -2.839 1.734 -1.438
H -1.072 1.676 -1.326
H -1.199 2.287 1.097
H -2.267 3.544 0.155
H -3.039 2.336 1.038
H 0.307 -2.246 0.291
N 2.933 1.689 0.555
N 0.038 -0.444 -0.269
O 1.123 -0.098 1.814
O 4.600 -0.335 -0.545
O -2.749 -2.548 0.547
O -0.440 -2.856 0.349
```

natural (NBO) atomic charge list, values in e, 6 entries: -0.185, 0.700, 0.024, -0.641, -0.242, 0.790

=====

# C37H46ClN3O4P2Pd

C37H46ClN3O4P2Pd as an isolated structure in a non-equilibrium geometry (ωB97M-V/def2-TZVPD, the OMol25 dataset).

The value obtained for the HOMO energy (alpha / beta) is -13.67 / -14.24 eV. The spin multiplicity is 5. As for the total energy: -3172.98061 Eh. As for the net charge: +2. As for the largest force on an atom: 0.025 Eh/bohr.

The geometry in XYZ format:
```
94
C37H46ClN3O4P2Pd (ωB97M-V/def2-TZVPD)
Pd 0.491 0.334 -0.386
C -1.564 4.953 0.365
C -1.289 3.611 -0.321
C -2.578 2.886 -0.712
P -0.162 2.472 0.605
C 1.291 3.513 1.156
C 2.621 2.840 0.812
C 1.196 3.862 2.639
C -0.945 1.836 2.116
C -1.980 2.454 2.789
C -2.502 1.932 3.978
C -3.661 2.576 4.665
C -1.912 0.775 4.507
C -0.887 0.134 3.859
C -0.396 0.623 2.621
N 0.439 -0.079 1.828
C 1.154 -1.191 2.201
C 1.874 -1.276 3.402
C 2.574 -2.422 3.712
C 2.586 -3.524 2.853
C 3.294 -4.789 3.223
C 1.895 -3.426 1.641
C 1.190 -2.284 1.305
P 0.186 -2.102 -0.198
C 0.905 -3.215 -1.489
C 2.360 -2.876 -1.804
C 0.027 -3.178 -2.741
C -1.493 -2.806 0.210
C -2.079 -2.133 1.450
C -1.420 -4.323 0.386
H -1.880 5.669 -0.394
H -0.689 5.370 0.861
H -2.371 4.877 1.091
H -0.711 3.803 -1.232
H -3.138 2.564 0.167
H -2.370 2.013 -1.328
H -3.214 3.557 -1.290
H 1.205 4.425 0.560
H 2.700 1.848 1.256
H 3.448 3.442 1.189
H 2.750 2.750 -0.267
H 1.387 2.987 3.262
H 0.222 4.272 2.908
H 1.952 4.612 2.874
H -2.403 3.368 2.398
H -4.068 3.405 4.090
H -3.361 2.949 5.646
H -4.454 1.846 4.834
H -2.288 0.364 5.436
H -0.482 -0.785 4.261
H 1.901 -0.417 4.062
H 3.141 -2.465 4.633
H 4.153 -4.590 3.862
H 3.623 -5.337 2.341
H 2.618 -5.440 3.782
H 1.927 -4.269 0.961
H 0.848 -4.212 -1.042
H 2.415 -1.995 -2.444
H 2.822 -3.703 -2.344
H 2.952 -2.685 -0.909
H 0.096 -2.206 -3.235
H -1.023 -3.374 -2.520
H 0.364 -3.935 -3.450
H -2.135 -2.566 -0.643
H -1.478 -2.355 2.333
H -3.083 -2.517 1.627
H -2.149 -1.051 1.332
H -0.659 -4.604 1.116
H -1.224 -4.837 -0.554
H -2.383 -4.676 0.756
O 4.850 0.807 -4.272
C 3.745 0.659 -4.954
O 3.720 0.602 -6.153
C 2.444 0.569 -4.181
C 1.183 0.480 -4.785
Cl 0.872 0.316 -6.431
N 0.237 0.451 -3.807
N 0.836 0.518 -2.603
C 2.155 0.567 -2.809
C 3.086 0.491 -1.615
O 4.266 0.763 -1.749
O 2.563 0.096 -0.505
C -1.192 0.328 -3.891
C -1.897 0.697 -5.030
C -3.272 0.521 -5.084
C -3.961 -0.006 -4.005
C -3.262 -0.353 -2.860
C -1.888 -0.195 -2.801
H 4.721 0.861 -3.298
H -1.396 1.137 -5.874
H -3.805 0.802 -5.982
H -5.033 -0.142 -4.055
H -3.792 -0.756 -2.005
H -1.358 -0.494 -1.908
```

Löwdin atomic charge list, values in e, 6 entries: 0.828, -0.076, -0.512, -0.095, 1.125, -0.492

=====

# C6H8KNaO3

C6H8KNaO3 as an isolated structure in a non-equilibrium geometry (ωB97M-V/def2-TZVPD, the OMol25 dataset).

The value obtained for the HOMO energy (alpha / beta) is -1.63 / -4.13 eV. The spin multiplicity is 2. As for the total energy: -1221.33448 Eh. As for the net charge: -1. As for the largest force on an atom: 0.115 Eh/bohr.

The geometry in XYZ format:
```
19
C6H8KNaO3 (ωB97M-V/def2-TZVPD)
C 1.698 1.722 1.162
C 2.515 2.088 0.123
O 2.274 1.980 -1.140
H 0.663 1.403 0.985
H 2.039 1.838 2.194
H 3.514 2.484 0.417
O 1.545 -2.365 -0.839
Na 1.507 -0.153 -0.947
C 0.228 -2.722 -0.587
C -0.760 -1.607 -0.857
C -1.219 -0.727 0.124
C -1.969 0.438 -0.073
O -3.017 0.781 0.622
K -5.402 2.724 1.158
H 0.088 -3.022 0.483
H -0.086 -3.616 -1.179
H -0.998 -1.391 -1.907
H -0.955 -0.957 1.166
H -1.665 1.104 -0.904
```

natural (NBO) atomic charge list, values in e, 6 entries: -0.752, 0.219, -0.867, 0.157, 0.188, 0.097